(1)
The following is a DFT calculation (ωB97M-V/def2-TZVPD) of a cluster of 16 separate species, H32O16 in total in a non-equilibrium geometry.

Geometry (Å):
O  -0.161  -2.137  -0.372
H  -1.099  -2.321  -0.303
H  0.034  -1.811  -1.255
O  -1.406  2.290  3.999
H  -0.445  2.184  3.883
H  -1.388  1.646  4.728
O  -2.107  -1.046  -1.699
H  -2.818  -1.022  -2.366
H  -1.770  -0.188  -2.016
O  -2.375  -3.565  -3.151
H  -2.273  -4.487  -2.861
H  -1.530  -3.347  -2.729
O  -2.814  -0.747  2.616
H  -2.988  0.024  3.179
H  -1.854  -0.728  2.768
O  2.666  -3.748  -0.008
H  3.395  -3.353  -0.507
H  2.182  -2.956  0.263
O  2.948  1.910  1.032
H  3.131  2.779  0.636
H  2.661  1.419  0.252
O  2.403  -1.122  2.855
H  2.952  -1.814  2.474
H  2.788  -0.299  2.528
O  -3.468  3.420  -1.754
H  -3.731  4.066  -1.091
H  -2.673  2.908  -1.615
O  -1.146  3.280  0.645
H  -0.793  2.672  1.303
H  -2.093  3.117  0.590
O  -1.842  0.641  0.347
H  -1.847  -0.192  0.836
H  -1.531  0.433  -0.533
O  3.936  2.383  -2.230
H  3.753  3.155  -2.782
H  3.717  1.652  -2.822
O  0.777  -3.953  -2.601
H  0.512  -3.163  -2.124
H  1.395  -4.410  -2.022
O  1.173  0.789  4.721
H  1.504  -0.041  4.360
H  1.227  1.610  4.255
O  1.313  -0.496  -2.544
H  0.685  0.187  -2.242
H  1.454  -0.064  -3.399
O  -0.143  1.845  -1.632
H  -0.066  2.800  -1.468
H  -0.350  1.561  -0.727

2S+1	1
electronic energy	-1222.9624	hartree
lowest unoccupied orbital energy	-0.3	eV
E_HOMO	-0.4117	Eh

(2)
The following is a DFT calculation (ωB97M-V/def2-TZVPD) of a cluster of 16 separate species, H32O16 in total in a non-equilibrium geometry.

Geometry (Å):
O  0.192  1.797  -0.762
H  -0.462  1.141  -1.093
H  -0.204  2.709  -0.935
O  -0.500  -2.196  3.558
H  0.246  -1.620  3.898
H  0.159  -2.904  3.403
O  3.450  2.049  -0.497
H  2.517  2.395  -0.279
H  4.001  2.733  -0.947
O  1.700  2.293  -3.349
H  2.379  1.617  -3.291
H  1.226  2.347  -2.509
O  1.808  -1.888  -0.021
H  2.588  -1.371  -0.370
H  1.928  -2.722  -0.557
O  -2.679  4.217  2.874
H  -2.895  3.488  2.357
H  -2.406  4.035  3.745
O  -2.965  2.620  -0.749
H  -2.694  3.354  -0.146
H  -2.459  1.790  -0.719
O  2.857  0.018  2.442
H  3.008  0.125  1.486
H  1.901  -0.008  2.430
O  -0.007  -4.923  -0.192
H  -0.945  -4.823  0.052
H  0.383  -5.108  0.689
O  -1.179  -0.570  1.484
H  -1.375  -1.506  1.552
H  -0.729  -0.606  2.385
O  3.913  -0.584  -0.930
H  3.810  0.452  -0.894
H  4.772  -0.788  -0.665
O  -3.704  -2.011  -2.209
H  -2.753  -1.995  -2.297
H  -3.785  -2.378  -1.324
O  -0.986  4.325  -2.034
H  -1.960  4.155  -1.861
H  -0.717  4.269  -2.925
O  1.990  -2.861  2.808
H  1.816  -2.783  1.826
H  2.510  -2.049  2.967
O  -2.481  0.274  -1.714
H  -3.256  0.383  -2.250
H  -2.752  -0.604  -1.355
O  -1.581  -2.253  -0.917
H  -1.174  -2.974  -0.458
H  -1.015  -1.558  -0.535

2S+1	1
electronic energy	-1222.9899	hartree
lowest unoccupied orbital energy	-0.1	eV
E_HOMO	-0.4107	Eh

(3)
The following is a DFT calculation (ωB97M-V/def2-TZVPD) of a cluster of 17 separate species, H32O20S in total in a non-equilibrium geometry.

Geometry (Å):
S  22.914  -19.494  -7.392
O  23.792  -19.819  -8.480
O  23.465  -18.436  -6.548
O  21.664  -18.933  -7.902
O  22.709  -20.713  -6.597
O  20.275  -17.033  -7.142
H  20.251  -16.479  -7.906
H  20.806  -17.828  -7.411
O  20.725  -22.224  -6.884
H  21.509  -21.630  -6.780
H  21.059  -22.973  -7.410
O  22.033  -17.493  -4.633
H  21.171  -17.942  -4.573
H  22.600  -17.853  -5.405
O  22.947  -18.765  -10.757
H  23.533  -19.170  -11.423
H  23.273  -19.341  -10.093
O  22.573  -15.381  -6.778
H  21.947  -14.708  -6.745
H  22.006  -16.149  -6.835
O  25.859  -20.524  -9.641
H  26.587  -20.193  -9.179
H  25.074  -20.441  -9.064
O  21.969  -20.961  -4.240
H  22.590  -20.534  -3.661
H  22.266  -20.773  -5.169
O  25.160  -16.835  -7.717
H  25.136  -17.178  -8.572
H  24.508  -17.326  -7.199
O  24.838  -18.237  -4.262
H  25.502  -17.630  -4.588
H  24.218  -18.215  -5.003
O  25.791  -17.987  -10.150
H  25.627  -18.945  -10.016
H  25.161  -17.700  -10.774
O  24.549  -22.841  -8.949
H  24.478  -22.816  -7.997
H  25.272  -22.256  -9.231
O  21.139  -21.171  -9.906
H  21.982  -21.592  -9.935
H  21.563  -20.308  -10.027
O  24.581  -22.267  -6.302
H  25.240  -21.614  -6.083
H  23.788  -21.647  -6.453
O  26.181  -20.196  -5.253
H  26.454  -19.765  -6.115
H  25.664  -19.500  -4.827
O  20.326  -18.343  -9.972
H  19.721  -19.015  -9.890
H  20.993  -18.532  -9.310
O  19.318  -20.004  -7.128
H  19.958  -19.521  -7.671
H  19.778  -20.828  -6.889

2S+1	1
electronic energy	-1922.2956	hartree
lowest unoccupied orbital energy	4.8	eV
E_HOMO	-0.1593	Eh
total charge	-2

(4)
The following is a DFT calculation (ωB97M-V/def2-TZVPD) of a cluster of 16 separate species, H33O16 in total in a non-equilibrium geometry.

Geometry (Å):
O  0.260  1.972  0.270
H  0.062  1.049  0.144
H  -0.418  2.649  0.218
O  2.929  -3.695  1.051
H  2.507  2.858  2.379
H  1.425  5.784  0.111
O  1.777  2.253  2.306
H  -0.458  -4.033  -3.469
H  -1.273  3.989  -1.211
O  3.174  0.229  -2.153
H  3.572  -0.586  -1.844
H  -0.999  0.302  1.871
O  -0.534  -3.225  -3.982
H  3.580  -3.458  1.719
H  -1.416  -3.192  -4.357
O  -3.447  -3.058  0.929
H  -3.420  -3.238  1.868
H  -0.930  4.941  -2.547
O  1.790  -1.452  0.113
H  -1.948  -0.417  -1.094
H  2.023  -2.248  0.659
O  2.801  0.602  0.661
H  -1.930  -3.944  -0.907
H  2.578  1.168  1.510
O  -0.934  4.789  -1.606
H  3.216  0.221  -3.108
O  1.093  5.010  -0.345
H  -3.312  2.285  0.220
H  0.307  5.268  -0.845
O  -2.904  3.079  0.581
H  -3.304  3.111  1.455
H  -4.259  -0.813  0.280
O  2.156  -0.766  3.300
H  1.354  2.454  1.437
H  -4.022  -0.609  -1.141
O  -0.276  -0.208  2.239
H  -0.645  -1.097  2.165
H  1.591  -0.498  4.021
O  -3.764  -0.251  -0.289
H  1.559  -1.178  2.679
H  -4.139  -3.496  0.432
O  -2.246  -4.363  -1.725
H  0.833  -1.486  -0.027
H  -3.033  -3.801  -1.765
O  -1.051  -0.752  -1.241
H  2.532  1.180  -0.063
H  2.133  -4.030  1.473
H  2.170  -0.347  0.717
H  -1.057  -1.076  -2.151

2S+1	1
electronic energy	-1223.3640	hartree
lowest unoccupied orbital energy	-3.1	eV
E_HOMO	-0.4704	Eh
total charge	+1

(5)
The following is a DFT calculation (ωB97M-V/def2-TZVPD) of a cluster of 17 separate species, H34O17 in total in a non-equilibrium geometry.

Geometry (Å):
O  -2.701  -1.403  -1.135
H  -3.251  -0.792  -1.633
H  -1.926  -1.374  -1.732
O  1.926  0.024  -3.486
H  1.866  0.633  -2.756
H  2.067  0.617  -4.212
O  -2.854  1.641  0.810
H  -2.610  2.089  0.021
H  -2.070  1.343  1.327
O  0.962  -0.103  3.699
H  1.075  -0.773  3.024
H  1.855  0.156  3.992
O  2.772  -1.244  -0.734
H  1.913  -0.878  -0.665
H  3.446  -0.580  -0.860
O  0.276  2.769  0.206
H  -0.063  1.892  0.346
H  0.490  3.046  1.079
O  -1.929  -0.987  1.433
H  -2.252  -1.200  0.573
H  -2.698  -0.708  1.946
O  -1.807  -3.202  2.786
H  -1.350  -3.120  3.638
H  -1.588  -2.398  2.338
O  0.255  -0.046  0.002
H  -0.205  0.236  -0.797
H  -0.393  -0.451  0.617
O  -1.164  1.126  -2.018
H  -2.072  0.870  -2.088
H  -1.139  1.128  -2.956
O  1.204  -2.225  2.135
H  1.420  -3.063  2.576
H  0.617  -2.523  1.417
O  2.603  1.078  1.289
H  1.782  0.734  0.910
H  3.009  0.263  1.584
O  2.100  1.865  -1.627
H  1.958  2.414  -2.408
H  1.362  2.063  -1.048
O  -0.025  -3.180  -0.148
H  -0.256  -2.451  -0.756
H  0.782  -3.531  -0.589
O  -0.442  -1.597  -2.632
H  0.257  -1.140  -3.126
H  -0.413  -2.525  -2.992
O  -0.518  3.728  -2.406
H  -0.827  2.855  -2.068
H  -0.013  4.190  -1.703
O  -0.845  1.477  2.856
H  -0.423  2.357  2.716
H  -0.161  0.915  3.246

2S+1	1
electronic energy	-1299.4824	hartree
lowest unoccupied orbital energy	-0.5	eV
E_HOMO	-0.3856	Eh

(6)
The following is a DFT calculation (ωB97M-V/def2-TZVPD) of a cluster of 17 separate species, H34O17 in total in a non-equilibrium geometry.

Geometry (Å):
O  -2.103  2.019  -0.957
H  -2.196  1.513  -0.156
H  -2.261  2.900  -0.671
O  2.965  0.277  -1.836
H  3.290  0.142  -0.943
H  2.183  -0.343  -1.932
O  1.128  -1.827  -2.006
H  0.995  -2.145  -2.894
H  1.774  -2.340  -1.509
O  -0.892  -4.176  -1.641
H  -0.795  -3.358  -1.122
H  -1.190  -3.915  -2.521
O  1.553  2.306  -0.998
H  2.115  1.535  -1.288
H  2.035  3.127  -1.131
O  -0.733  -0.557  2.606
H  -1.477  -0.389  3.139
H  -0.856  -0.094  1.783
O  2.985  2.866  1.227
H  2.305  2.438  0.730
H  3.734  2.743  0.675
O  -0.283  2.764  1.499
H  -0.781  3.589  1.492
H  0.391  3.129  2.074
O  -4.047  -1.699  -0.957
H  -3.074  -1.739  -1.094
H  -4.286  -0.890  -1.457
O  0.091  -0.030  0.177
H  0.061  0.850  -0.186
H  -0.582  -0.488  -0.389
O  1.512  -2.104  1.372
H  1.399  -2.268  2.280
H  0.705  -1.597  1.147
O  -1.526  -1.307  -1.752
H  -1.538  -0.935  -2.629
H  -0.707  -1.714  -1.744
O  -1.386  -2.705  0.844
H  -1.521  -1.927  1.357
H  -0.846  -3.319  1.338
O  1.448  1.115  3.109
H  1.087  1.727  3.784
H  0.733  0.616  2.753
O  -2.849  0.366  1.062
H  -3.296  -0.437  0.755
H  -3.408  1.154  1.185
O  3.276  -0.087  0.910
H  3.069  0.765  1.231
H  2.444  -0.642  0.961
O  -0.292  1.483  -2.911
H  0.429  2.040  -2.698
H  -0.785  1.563  -2.057

2S+1	1
electronic energy	-1299.4711	hartree
lowest unoccupied orbital energy	-0.3	eV
E_HOMO	-0.3899	Eh

(7)
The following is a DFT calculation (ωB97M-V/def2-TZVPD) of a cluster of 17 separate species, H35O17 in total in a non-equilibrium geometry.

Geometry (Å):
O  0.553  4.375  0.597
H  1.218  3.683  0.919
H  -0.045  4.640  1.330
O  0.172  -0.981  -1.117
H  1.049  -0.894  -1.512
H  0.065  -1.936  -1.078
O  1.215  -3.727  -0.027
H  1.296  -4.319  -0.790
H  0.246  -3.743  0.199
O  -1.270  0.970  0.523
H  -1.825  0.211  0.292
H  0.432  4.833  -2.330
O  -1.709  3.486  0.587
H  -1.500  2.559  0.811
O  2.993  -2.438  -3.875
H  2.276  -1.809  -3.624
H  3.679  -1.986  -3.371
O  -1.450  1.352  -1.998
H  -1.310  1.743  -1.102
H  -0.924  0.535  -1.966
O  -0.058  4.065  -2.006
H  -0.375  3.784  0.236
H  0.005  3.401  -2.695
O  3.299  -1.397  -0.935
H  0.429  1.495  3.073
H  2.313  -1.551  -0.798
O  -1.545  -3.302  -0.913
H  -1.936  -3.513  -1.754
H  -2.090  -2.832  -0.250
O  -3.452  -0.218  1.884
H  -3.940  0.330  1.247
H  -3.597  0.154  2.750
O  -1.917  -2.316  1.973
H  -2.240  -1.444  1.692
H  -2.725  -2.394  2.568
O  2.665  1.351  -2.786
H  3.329  0.870  -2.260
H  3.042  1.965  -3.435
O  1.057  -1.183  3.267
H  0.591  -2.020  3.155
H  1.362  0.412  2.569
O  -3.986  2.575  -0.664
H  -4.573  3.313  -0.821
H  -3.913  2.160  -1.554
O  1.027  1.247  2.342
H  -0.611  0.614  1.144
H  1.879  -1.450  3.689
O  2.644  -3.826  3.107
H  1.942  -4.472  2.803
H  2.739  -3.315  2.302
H  -1.937  3.464  -0.348
H  3.577  -2.229  -0.488

2S+1	1
electronic energy	-1299.7894	hartree
lowest unoccupied orbital energy	-2.9	eV
E_HOMO	-0.4842	Eh
total charge	+1

(8)
The following is a DFT calculation (ωB97M-V/def2-TZVPD) of a structure of composition H35O17 in a non-equilibrium geometry.

Geometry (Å):
O  -1.547  2.047  0.521
H  2.566  -2.687  -1.416
H  1.331  -3.364  -0.891
O  1.578  -2.698  -1.538
H  2.112  4.130  0.247
H  3.738  2.156  -2.028
O  -1.729  -2.090  0.602
H  -2.561  -1.733  1.009
H  -1.621  -2.809  1.251
O  -2.658  -1.113  3.025
H  -2.637  -0.174  3.320
H  0.350  -0.097  -0.035
O  3.975  -1.818  -2.017
H  0.181  3.716  2.270
O  0.812  -3.478  3.509
H  1.168  -4.381  3.513
H  -1.236  3.997  -2.467
O  1.194  0.739  -3.719
H  0.215  -4.011  -2.621
H  -0.794  1.472  2.593
O  0.539  -0.981  0.212
H  -1.763  1.805  1.411
H  -2.379  -4.323  2.869
O  2.065  3.802  -0.649
H  4.963  2.727  -1.387
H  1.282  4.048  -1.093
O  -1.260  4.401  -1.555
H  1.110  1.200  -2.868
H  -1.327  5.331  -1.510
O  -3.900  0.608  -1.496
H  1.340  2.097  -0.950
H  4.115  -2.216  -2.962
O  -1.204  1.280  3.428
H  -3.677  1.441  -1.909
H  -0.654  1.943  3.876
O  0.593  1.467  -1.005
H  -2.189  1.699  -0.147
H  -0.295  1.872  -0.794
O  -1.785  -3.581  2.542
H  0.704  -0.096  -3.637
H  0.157  -3.551  4.301
O  0.307  2.823  1.970
H  3.565  -1.029  -2.301
H  0.819  -1.697  -0.454
O  4.082  2.560  -1.234
H  -1.162  -3.324  3.240
H  -2.644  -1.475  3.928
O  -0.639  -4.331  -2.955
H  -0.848  -3.853  -3.774
H  -0.762  -1.386  0.948
H  -4.304  0.054  -2.142
H  0.714  2.883  0.972

2S+1	1
electronic energy	-1299.7323	hartree
lowest unoccupied orbital energy	-2.6	eV
E_HOMO	-0.4903	Eh
total charge	+1

Number 1: frontier orbital gap 10.92 eV. Number 2: frontier orbital gap 11.03 eV. Number 3: frontier orbital gap 9.10 eV. Number 4: frontier orbital gap 9.69 eV. Number 5: frontier orbital gap 10.00 eV. Number 6: frontier orbital gap 10.34 eV. Number 7: frontier orbital gap 10.29 eV. Number 8: frontier orbital gap 10.70 eV.